Arrangement one

A cluster of 15 separate species, H30O15 in total. Source: OMol25; level of theory: ωB97M-V/def2-TZVPD.

Each atom is followed by the atoms it is bonded to, with distances in Å.
Atoms and positions in Å:
1 O 0.85 -1.17 0.95  H24 0.956, H28 0.955
2 O 0.92 -3.06 -1.75  H36 0.975, H39 0.974
3 O 3.62 0.04 0.66  H26 0.962, H43 0.966
4 O 0.35 3.77 -2.68  H21 0.966, H37 0.967
5 O -3.22 -2.68 -2.41  H20 0.959, H45 0.967
6 O -1.85 -0.01 -2.68  H33 0.958, H38 0.971
7 O 1.36 1.73 2.89  H23 0.977, H35 0.971
8 O -0.01 -0.43 3.55  H25 0.971, H40 0.970
9 O -1.50 3.41 0.65  H22 0.968, H34 0.968
10 O 0.27 1.04 -1.24  H19 0.979, H31 0.967
11 O 2.12 2.21 0.36  H16 0.975, H32 0.960
12 O 2.50 -0.86 -2.09  H17 0.964, H42 0.963
13 O -1.82 -2.08 2.07  H18 0.959, H41 0.958
14 O -1.97 -1.44 -0.20  H27 0.970, H44 0.967
15 O -2.15 0.39 1.56  H29 0.966, H30 0.952
16 H 2.96 1.77 0.55  O11 0.975
17 H 1.57 -0.63 -2.12  O12 0.964
18 H -1.05 -2.47 2.48  O13 0.959
19 H -0.49 1.13 -1.85  O10 0.979
20 H -2.98 -1.98 -3.02  O5 0.959
21 H 0.38 3.14 -1.95  O4 0.966
22 H -2.28 3.48 1.22  O9 0.968
23 H 1.50 1.84 1.93  O7 0.977
24 H 0.83 -0.96 0.01  O1 0.956
25 H 0.67 -0.45 2.86  O8 0.971
26 H 4.54 0.17 0.44  O3 0.962
27 H -1.96 -0.50 0.06  O14 0.970
28 H 1.19 -2.03 1.20  O1 0.955
29 H -1.31 0.16 1.97  O15 0.966
30 H -2.77 -0.33 1.69  O15 0.952
31 H -0.04 1.49 -0.44  O10 0.967
32 H 1.88 2.19 -0.57  O11 0.960
33 H -1.09 -0.03 -3.27  O6 0.958
34 H -1.32 2.47 0.83  O9 0.968
35 H 2.26 1.41 3.05  O7 0.971
36 H 1.15 -3.66 -2.48  O2 0.975
37 H -0.01 4.55 -2.24  O4 0.967
38 H -1.81 -0.46 -1.82  O6 0.971
39 H -0.01 -3.36 -1.82  O2 0.974
40 H 0.17 0.51 3.71  O8 0.970
41 H -2.61 -2.41 2.49  O13 0.958
42 H 2.53 -1.55 -1.42  O12 0.963
43 H 3.08 -0.09 -0.13  O3 0.966
44 H -1.52 -1.90 0.52  O14 0.967
45 H -2.94 -2.36 -1.54  O5 0.967

Values from the calculation:
- orbital gap (eV) = 10.6


Arrangement two

A cluster of 15 separate species, H30O15 in total. Source: OMol25; level of theory: ωB97M-V/def2-TZVPD.

Each atom is followed by the atoms it is bonded to, with distances in Å.
Atoms and positions in Å:
1 O 0.36 -0.12 0.69  H24 0.980, H32 1.001
2 O -0.98 3.70 -0.56  H26 0.952, H27 0.954
3 O 2.04 -2.24 0.14  H16 0.967, H29 0.965
4 O 3.40 0.73 0.31  H20 0.964, H23 0.949
5 O 1.01 -3.60 -2.09  H25 0.925, H30 0.989
6 O 2.74 3.51 0.06  H33 0.948, H45 0.981
7 O -0.63 -3.69 1.68  H41 0.983, H44 0.978
8 O 0.42 -1.20 -3.31  H17 0.959, H19 0.952
9 O -1.98 1.17 0.08  H21 0.964, H34 0.942
10 O -0.29 -1.03 3.16  H22 0.934, H43 0.936
11 O 0.80 1.77 -1.20  H28 0.963, H38 0.949
12 O -2.60 -1.84 1.36  H35 0.959, H36 0.929
13 O 0.14 2.54 2.22  H40 0.936, H42 0.940
14 O -2.20 0.92 -2.63  H18 0.967, H31 0.988
15 O -1.17 -1.36 -1.02  H37 0.952, H39 0.956
16 H 1.63 -1.52 0.64  O3 0.967
17 H -0.10 -1.14 -2.51  O8 0.959
18 H -2.21 1.88 -2.76  O14 0.967
19 H 1.25 -1.55 -3.01  O8 0.952
20 H 2.94 0.97 -0.50  O4 0.964
21 H -1.30 0.92 0.72  O9 0.964
22 H 0.17 -0.66 2.44  O10 0.934
23 H 3.91 -0.05 0.14  O4 0.949
24 H 0.57 0.75 0.29  O1 0.980
25 H 0.57 -3.12 -2.75  O5 0.925
26 H -1.06 4.37 0.11  O2 0.952
27 H -1.34 2.92 -0.14  O2 0.954
28 H 0.84 1.75 -2.16  O11 0.963
29 H 2.51 -2.92 0.64  O3 0.965
30 H 1.24 -2.92 -1.42  O5 0.989
31 H -2.01 0.77 -1.67  O14 0.988
32 H -0.13 -0.73 0.07  O1 1.001
33 H 2.09 2.90 -0.27  O6 0.948
34 H -2.75 0.70 0.36  O9 0.942
35 H -2.80 -2.25 2.20  O12 0.959
36 H -3.30 -1.24 1.26  O12 0.929
37 H -1.40 -2.26 -1.24  O15 0.952
38 H 0.01 2.25 -0.99  O11 0.949
39 H -1.98 -1.09 -0.59  O15 0.956
40 H 0.51 3.16 1.62  O13 0.936
41 H -0.19 -3.28 2.46  O7 0.983
42 H 0.89 2.04 2.50  O13 0.940
43 H -0.98 -0.40 3.28  O10 0.936
44 H -1.35 -3.12 1.35  O7 0.978
45 H 2.67 3.61 1.03  O6 0.981

Values from the calculation:
- orbital gap (eV) = 10.0


Which of them is most stable, and which least? Most stable: arrangement two; least stable: arrangement one.